Below is a structure of composition C39H31AsBrN2O2PPdS2, with properties calculated with ωB97M-V/def2-TZVPD.

Structure (XYZ):
```
80
Properties=species:S:1:pos:R:3
Pd -2.672 -1.256 -0.742
Br -3.835 -4.276 -7.711
As 0.724 2.972 1.398
S -3.553 -5.633 0.846
S -4.509 -2.770 0.398
P -0.265 -0.439 -0.022
O -0.117 -1.651 -3.118
O -2.205 -2.479 -2.842
N -1.970 -3.588 0.692
N 0.042 -3.124 -6.980
C 0.273 5.909 4.482
C -2.761 0.831 -0.167
C -1.174 -4.703 0.824
C 2.346 2.482 2.376
C -2.278 -3.619 -6.827
C -3.608 2.096 -2.069
C 2.375 1.569 3.426
C 4.041 1.196 -0.916
C -1.086 -3.572 -7.528
C -1.115 5.007 2.265
C -2.452 1.748 -2.807
C -1.147 -7.123 1.091
C 0.789 4.872 3.712
C 0.102 4.408 2.595
C -1.173 -2.726 -4.934
C -0.551 1.650 2.109
C -0.371 0.178 1.736
C -2.338 -3.203 -5.511
C 2.974 1.734 -1.624
C -1.637 6.033 3.039
C 3.545 3.049 1.951
C 0.915 -5.867 0.981
C 0.241 -7.085 1.114
C -1.541 0.554 -0.878
C 3.576 1.231 4.037
C -1.469 0.981 -2.241
C -1.847 -5.933 0.941
C 4.763 1.810 3.611
C -0.942 6.490 4.151
C -3.761 1.631 -0.793
C 0.220 -4.679 0.836
C -0.021 -2.707 -5.712
C 2.494 -0.225 0.251
C 4.745 2.725 2.568
C 1.402 0.332 -0.422
C -1.159 -2.227 -3.475
C 1.675 1.310 -1.375
C 3.792 0.208 0.029
C -3.234 -3.890 0.652
H -2.358 2.051 -3.844
H 1.734 4.421 3.992
H 3.582 0.508 4.844
H -1.502 2.024 1.730
H -3.239 -3.239 -4.912
H -1.666 4.666 1.393
H 0.724 -3.729 0.703
H -4.387 2.696 -2.528
H 3.542 3.735 1.112
H -2.589 6.476 2.769
H -0.635 0.646 -2.842
H -1.194 -0.389 2.182
H -1.346 7.294 4.754
H 0.889 -2.327 -5.263
H 1.999 -5.854 0.980
H 5.053 1.532 -1.106
H 0.802 -8.005 1.224
H -1.046 -3.907 -8.558
H 0.539 -0.221 2.192
H 0.860 1.780 -1.908
H -1.673 -8.066 1.182
H -2.823 0.712 0.908
H 3.151 2.501 -2.369
H 5.701 1.540 4.084
H 5.669 3.172 2.219
H 4.610 -0.230 0.591
H 2.320 -1.022 0.968
H -0.577 1.770 3.197
H -4.659 1.867 -0.231
H 1.458 1.108 3.769
H 0.822 6.257 5.350
```

Kohn-Sham gap in eV: 5.03
E in eV: -213343.809
Total charge: -2

Below is a structure of composition C39H31N5ORuS5 at a distorted geometry, with properties calculated with ωB97M-V/def2-TZVPD.

Structure (XYZ):
```
82
Properties=species:S:1:pos:R:3
Ru 0.592 -0.313 -0.110
S 3.976 -4.446 -0.763
S 2.222 1.354 -0.629
S 5.162 -1.045 1.220
S 1.067 -4.279 2.122
S -0.074 0.552 -2.161
O 1.398 -2.037 0.539
N -2.204 -3.390 0.894
N 4.866 1.680 -3.355
N -1.145 -1.806 2.191
N -1.166 -1.551 -0.118
N 1.412 0.339 -5.657
C 1.835 0.662 -4.634
C 3.415 -2.849 -0.459
C -4.347 -5.713 2.750
C 3.632 -2.048 -1.541
C 5.252 0.158 2.431
C -1.824 -1.932 -1.330
C 4.483 -4.036 -2.345
C 2.713 -2.419 0.830
C -0.026 -3.634 -1.898
C 3.595 -4.298 2.418
C -3.891 -2.990 2.623
C -3.011 -1.270 -1.640
C -3.192 -2.513 -3.676
C -2.601 -6.168 0.987
C -5.061 -4.859 3.577
C -0.593 -0.569 2.585
C 0.380 1.832 3.552
C -0.099 0.877 4.436
C 1.746 -5.479 3.137
C 2.370 1.047 -3.372
C -3.698 -1.558 -2.806
C 4.051 0.340 3.046
C -3.387 -5.238 1.867
C -4.828 -3.495 3.510
C -1.301 -2.895 -2.196
C -1.489 -2.208 0.946
C -0.598 -0.328 3.968
C 1.593 1.051 -2.235
C -1.112 -1.366 4.932
C -2.011 -3.164 -3.366
C 3.101 -5.375 3.203
C 4.242 -2.726 -2.627
C -0.044 0.339 1.663
C 3.502 -1.336 1.544
C 2.610 -3.617 1.769
C 3.047 -0.526 2.542
C 0.419 1.555 2.198
C -3.162 -3.855 1.809
C 3.749 1.396 -3.341
H -3.730 -1.923 2.549
H -2.747 -7.202 1.293
H 3.377 -0.997 -1.547
H -4.611 -1.025 -3.041
H 0.832 2.287 1.519
H 4.640 -4.030 2.341
H 3.728 -6.028 3.794
H -1.534 -5.941 1.028
H -1.604 -3.896 -4.054
H 0.505 -3.864 -2.821
H 0.763 2.775 3.924
H -4.523 -6.781 2.798
H 3.878 1.072 3.823
H -2.178 -3.844 -0.006
H 2.029 -0.555 2.906
H 1.116 -6.198 3.637
H 0.632 -3.064 -1.244
H -0.230 -4.586 -1.393
H -1.307 -2.483 2.916
H 4.938 -4.779 -2.980
H -0.090 1.062 5.504
H -1.005 -1.015 5.958
H -2.907 -6.088 -0.061
H -0.555 -2.306 4.854
H 6.173 0.692 2.600
H -3.365 -0.509 -0.956
H -3.708 -2.740 -4.600
H -5.795 -5.257 4.266
H 4.491 -2.254 -3.567
H -5.385 -2.813 4.139
H -2.170 -1.594 4.768
```

Kohn-Sham gap (alpha / beta) in eV: 6.66 / 6.75
Spin multiplicity: 2
E in eV: -107205.632
Total charge: -1

Below is a structure of composition C39H32BaN10O9S at a distorted geometry, with properties calculated with ωB97M-V/def2-TZVPD.

Structure (XYZ):
```
92
Properties=species:S:1:pos:R:3
Ba -23.162 1.134 -1.518
S -20.114 -3.040 -0.398
O -20.065 5.216 -6.819
O -20.859 -4.287 -0.704
O -25.357 2.031 -1.489
O -27.518 2.188 -1.973
O -22.345 0.191 -4.156
O -22.660 2.385 -4.087
O -19.146 -3.123 0.705
O -24.661 4.463 -2.469
O -19.161 4.481 -8.678
N -19.755 4.342 -7.600
N -19.399 1.925 -2.941
N -20.876 2.834 -1.427
N -24.236 1.787 1.493
N -16.898 -1.741 -5.156
N -21.720 1.887 0.439
N -22.175 0.950 2.563
N -21.104 -1.755 -0.390
N -23.318 -1.313 -0.245
N -22.328 -2.849 1.322
C -24.666 -2.850 0.977
C -19.405 1.615 0.385
C -23.505 1.467 2.601
C -19.157 -2.697 -1.815
C -19.457 4.303 -2.728
C -21.402 1.234 1.564
C -25.514 2.181 1.701
C -19.938 0.892 1.482
C -19.903 3.029 -2.376
C -18.444 2.064 -3.849
C -20.653 2.232 -0.312
C -24.053 1.528 3.895
C -21.258 1.550 -5.788
C -19.212 0.000 2.265
C -18.154 1.271 -0.063
C -19.714 -2.746 -3.093
C -17.975 -0.386 1.775
C -24.515 -1.783 0.098
C -20.036 0.649 -7.646
C -26.368 2.627 -1.968
C -19.563 1.930 -8.040
C -22.156 1.357 -4.540
C -17.961 3.271 -4.301
C -17.061 -2.040 -2.762
C -26.114 2.232 2.942
C -17.649 -2.022 -4.016
C -26.038 4.074 -2.531
C -20.850 0.477 -6.561
C -20.011 2.995 -7.252
C -22.275 -1.963 0.290
C -18.976 -2.435 -4.211
C -17.509 0.190 0.578
C -26.775 5.052 -1.590
C -20.795 2.805 -6.121
C -17.836 -2.403 -1.658
C -25.364 1.876 4.066
C -23.530 -3.336 1.606
C -26.553 4.129 -3.945
C -18.445 4.402 -3.673
H -19.697 -0.535 3.073
H -27.145 2.619 3.018
H -27.636 4.128 -4.048
H -21.284 -0.514 -6.375
H -26.792 6.077 -1.947
H -19.862 5.230 -2.279
H -16.591 -0.170 0.183
H -19.054 2.074 -8.974
H -17.629 1.683 -0.879
H -20.807 -2.899 -3.143
H -21.069 3.667 -5.526
H -16.028 -1.791 -2.593
H -18.137 5.366 -4.040
H -27.732 4.637 -1.414
H -17.410 -2.436 -0.646
H -18.083 1.165 -4.332
H -23.590 -4.078 2.374
H -19.409 -2.379 -5.177
H -25.657 -3.263 1.183
H -26.205 5.171 -0.652
H -26.051 2.436 0.819
H -26.189 5.039 -4.397
H -25.793 1.851 5.042
H -19.755 -0.200 -8.250
H -23.395 1.299 4.692
H -25.372 -1.317 -0.400
H -26.200 3.218 -4.509
H -24.087 3.906 -3.038
H -16.187 -1.059 -4.973
H -17.474 -1.438 -5.932
H -17.433 -1.223 2.210
H -17.182 3.314 -5.077
```

Kohn-Sham gap in eV: 6.26
E in eV: -85824.019
Total charge: -2

Below is a structure of composition C39H32ClFeN2O2S, with properties calculated with ωB97M-V/def2-TZVPD.

Structure (XYZ):
```
78
Properties=species:S:1:pos:R:3
Fe -1.619 -0.377 0.305
Cl -2.463 -0.240 7.466
S 1.317 -0.064 -1.061
O -0.112 0.441 -1.150
O -2.723 -1.286 1.710
N -2.386 1.418 1.351
N -2.625 1.076 -1.240
C 0.012 -0.572 1.548
C -2.963 1.860 -3.475
C 2.966 0.592 -5.268
C 2.222 -1.143 5.874
C 3.496 0.760 -6.665
C 1.081 -2.956 -2.856
C 1.229 0.949 -3.619
C 0.804 -0.775 2.450
C -2.660 2.366 -0.809
C -0.179 -2.470 -2.549
C 0.020 -3.336 -0.324
C -2.660 -1.019 2.971
C -2.758 0.844 -2.520
C -2.580 4.972 0.160
C 1.736 1.126 -4.900
C 3.190 -0.325 -3.042
C -0.742 -2.646 -1.276
C 1.280 -3.822 -0.630
C 1.735 -1.025 3.511
C 3.530 -1.515 5.593
C 1.822 -3.634 -1.896
C 3.687 -0.133 -4.319
C 2.200 1.251 -0.220
C -2.552 -0.518 5.748
C 3.051 -1.405 3.239
C -2.572 1.445 2.625
C -2.711 -2.073 3.920
C -2.053 -2.073 -0.930
C -2.818 3.453 -1.688
C -2.538 0.531 4.874
C -2.784 4.771 -1.174
C -2.568 0.303 3.484
C 1.966 0.229 -2.698
C -2.428 3.884 1.045
C -2.491 2.593 0.588
C 1.329 -0.900 4.844
C 3.940 -1.646 4.274
C -2.987 3.159 -3.060
C -2.642 -1.834 5.265
H -2.681 -0.188 -2.833
H 3.309 -0.136 -7.260
H -2.250 4.088 2.092
H 0.306 -0.615 5.054
H -0.747 -1.937 -3.304
H 1.894 -1.044 6.901
H -3.124 3.970 -3.764
H -2.780 -3.083 3.537
H 1.941 2.196 -0.694
H 0.266 1.351 -3.329
H -2.620 -2.678 -0.227
H 4.227 -1.705 6.400
H -0.382 -3.468 0.673
H 4.644 -0.563 -4.591
H 1.874 1.218 0.818
H 3.741 -0.923 -2.324
H -2.782 2.397 3.119
H -2.904 5.606 -1.852
H 3.269 1.054 -0.297
H -2.531 5.978 0.555
H 4.573 0.931 -6.660
H -3.083 1.597 -4.516
H 1.492 -2.798 -3.848
H -2.662 -1.846 -1.802
H -2.657 -2.655 5.970
H 3.363 -1.516 2.207
H 2.807 -4.018 -2.134
H 1.848 -4.347 0.129
H 1.163 1.691 -5.627
H 4.958 -1.942 4.051
H -2.485 1.546 5.248
H 3.018 1.600 -7.169
```

Kohn-Sham gap (alpha / beta) in eV: 6.40 / 6.82
Spin multiplicity: 6
E in eV: -105780.852

For the records above, the corresponding energy above the lowest of the compared OMol25 structures with the same formula, charge and spin values read 0.9350, 0.0000, 0.1645, 0.1620 eV.